Below is 7 unconnected molecules or ions with the total composition C34H31F5N2 in a non-equilibrium geometry, with properties calculated with ωB97M-V with the def2-TZVPD basis set.

The geometry in XYZ format:
```
72
Properties=species:S:1:pos:R:3:forces:R:3:mulliken_charge:R:1
F 4.866 0.990 -3.608 -0.4 -0.5 -0.3 -0.31
C 4.583 0.825 -4.922 0.0 -0.3 -0.7 0.27
C 3.953 -0.309 -5.447 -0.1 0.2 0.3 -0.41
C 3.731 -0.354 -6.812 0.0 0.2 -0.8 -0.23
C 4.135 0.659 -7.673 0.2 0.5 0.1 -0.70
C 4.820 1.747 -7.164 -0.2 -0.2 1.2 -0.44
C 5.002 1.825 -5.770 0.5 0.5 -0.8 -0.39
H 3.588 -1.136 -4.858 0.2 0.1 0.4 0.51
H 3.230 -1.176 -7.301 -0.1 -0.3 0.5 0.47
H 3.898 0.654 -8.726 0.0 -0.4 -0.1 0.42
H 5.207 2.527 -7.803 -0.1 0.1 0.0 0.38
H 5.543 2.662 -5.355 0.0 0.1 0.1 0.39
F -2.496 0.603 -7.777 0.0 -0.1 0.1 -0.25
C -2.825 0.664 -6.474 -0.5 -0.7 1.3 0.12
C -3.834 1.565 -6.101 0.6 -0.3 -3.2 -0.27
C -4.194 1.795 -4.837 0.9 -1.0 2.9 -0.64
C -3.521 1.000 -3.864 -0.5 0.1 -0.1 -0.40
C -2.664 -0.032 -4.222 0.4 0.7 -0.1 -0.33
C -2.276 -0.228 -5.547 -0.6 1.0 -1.2 -0.12
H -4.340 2.014 -6.943 0.0 0.5 0.0 0.37
H -4.911 2.548 -4.545 -0.1 -0.1 -0.1 0.39
H -3.679 1.126 -2.803 -0.3 0.2 0.0 0.36
H -2.161 -0.579 -3.438 -0.2 -0.3 0.0 0.28
H -1.627 -1.011 -5.912 0.2 0.0 0.3 0.47
F 2.325 -8.715 3.153 1.1 0.7 -1.3 -0.31
C 2.886 -7.975 2.114 -1.4 0.5 0.6 0.20
C 3.954 -8.404 1.385 0.9 -1.3 -0.3 -0.35
C 4.395 -7.716 0.254 -0.9 0.3 0.1 -0.49
C 3.715 -6.552 -0.123 1.3 -0.8 0.0 -0.17
C 2.744 -6.044 0.692 -0.7 -0.2 0.2 -0.62
C 2.279 -6.777 1.794 -0.1 0.7 0.0 -0.29
H 4.391 -9.357 1.645 0.2 0.0 0.1 0.38
H 5.199 -8.115 -0.346 0.1 -0.1 0.0 0.34
H 3.942 -6.012 -1.031 0.3 0.0 0.0 0.44
H 2.359 -5.103 0.328 -0.6 0.1 0.6 0.42
H 1.457 -6.438 2.406 -0.1 0.1 0.0 0.43
F 3.025 -3.848 -4.298 -0.2 -0.3 -0.3 -0.28
C 1.851 -4.196 -3.721 -0.5 2.0 0.2 0.77
C 0.935 -3.174 -3.483 -0.4 0.1 0.6 -0.29
C -0.206 -3.418 -2.686 1.2 0.5 -0.8 -0.55
C -0.400 -4.678 -2.187 0.8 -0.6 0.1 -0.58
C 0.541 -5.678 -2.452 -0.5 -0.2 -0.4 -0.27
C 1.668 -5.456 -3.266 -0.6 -0.9 0.9 -0.87
H 1.209 -2.182 -3.811 -0.2 0.1 -0.1 0.48
H -0.891 -2.650 -2.358 0.1 0.3 -0.4 0.42
H -1.224 -4.829 -1.504 -0.1 -0.3 0.0 0.43
H 0.280 -6.642 -2.041 0.6 -0.3 0.0 0.37
H 2.449 -6.162 -3.505 -0.2 -0.5 0.3 0.36
F 0.946 -1.213 -6.485 0.2 0.5 1.1 -0.25
C 0.572 -1.441 -7.731 -1.2 -0.1 -1.7 -0.18
C 0.361 -2.770 -8.091 0.1 0.2 -0.1 -0.07
C -0.059 -3.065 -9.373 0.0 0.9 -0.7 -0.48
C -0.230 -2.010 -10.296 -0.8 -1.4 -0.3 -0.48
C -0.039 -0.716 -9.934 0.1 1.0 0.9 -0.60
C 0.285 -0.398 -8.628 1.5 -0.5 0.8 -0.04
H 0.501 -3.566 -7.374 0.1 0.1 0.2 0.48
H -0.225 -4.094 -9.656 -0.1 0.0 -0.1 0.40
H -0.666 -2.155 -11.274 0.3 -0.5 -0.2 0.34
H -0.145 0.126 -10.602 -0.2 -0.2 -0.3 0.40
H 0.513 0.634 -8.408 -0.2 0.0 0.5 0.53
C 5.654 -6.697 -4.097 -1.2 0.8 1.3 -0.18
C 6.289 -7.813 -4.675 1.2 -1.1 -1.4 0.15
N 6.775 -8.741 -5.147 0.0 0.0 0.1 -0.37
H 6.245 -5.793 -3.955 0.2 -0.2 -0.3 0.34
H 5.381 -7.084 -3.115 -0.3 0.5 0.3 -0.05
H 4.728 -6.464 -4.623 0.1 0.1 -0.1 0.11
C -2.526 -7.838 -1.503 -0.6 0.3 -0.4 -0.21
C -3.645 -7.179 -0.832 -2.7 1.1 1.8 0.27
N -4.567 -6.655 -0.326 2.7 -1.4 -1.4 -0.40
H -2.953 -8.424 -2.316 0.1 0.0 -0.1 0.26
H -1.950 -8.514 -0.871 0.0 0.4 0.1 0.29
H -1.966 -7.011 -1.941 0.5 -0.4 0.0 -0.21
```
Forces are in eV/Å.

## Properties
Structure (SMILES) = Fc1ccccc1.Fc1ccccc1.Fc1ccccc1.Fc1ccccc1.Fc1ccccc1.CC#N.CC#N
Molecular weight = 562.6 g mol⁻¹
Energy = -1922.9486 hartree
Net charge = 0
ΔE to the lowest compared entry with this formula, charge and spin = 104.6 kJ/mol